1.
The following is a quantum chemistry calculation of a 7-piece molecular cluster, C43H83BN2O21P overall, from the OMol25 dataset.

Each line ends with the Mulliken charge.
CARTESIAN COORDINATES (ANGSTROEM)
1 C 1.52 0.09 2.94  -1.0051
2 C 1.51 1.59 2.63  -0.2961
3 B 1.37 1.95 1.09  0.6262
4 O 2.55 2.23 0.46  -0.9327
5 P -0.29 2.24 0.05  0.0297
6 C -0.62 3.85 1.14  -1.3011
7 C -1.75 4.75 0.60  -0.3394
8 C -1.26 6.15 0.40  -0.0804
9 N -0.34 6.35 -0.70  -0.6820
10 O -1.59 7.09 1.08  -0.5873
11 C -1.40 1.11 1.22  0.1453
12 C -2.85 1.19 0.82  -1.1355
13 N -3.73 0.32 1.66  0.6043
14 C -5.17 0.57 1.39  -0.4348
15 C -5.99 -0.58 0.85  -1.1846
16 C -3.39 -1.05 1.51  0.5157
17 C -3.69 -1.89 2.72  -1.3827
18 O -2.84 -1.51 0.54  -0.6555
19 C -0.11 0.77 -1.26  -1.5046
20 C 0.96 -0.25 -1.11  0.9500
21 C 0.78 -1.35 -0.24  -0.0939
22 C 1.75 -2.30 -0.05  -1.4311
23 C 2.94 -2.22 -0.75  -0.4902
24 C 3.13 -1.16 -1.62  -0.8947
25 C 2.17 -0.18 -1.81  1.9225
26 C 2.45 0.92 -2.79  -1.9795
27 H 1.69 -0.08 4.00  0.4550
28 H 0.58 -0.40 2.68  0.0570
29 H 2.34 -0.41 2.41  0.2720
30 H 2.45 2.01 2.99  0.4824
31 H 0.72 2.06 3.22  0.1280
32 H 2.34 2.57 -0.42  0.2782
33 H -1.48 2.60 -0.75  -0.0120
34 H 0.52 3.15 -0.89  0.0368
35 H 0.33 4.41 1.12  0.6239
36 H -0.81 3.64 2.19  0.3311
37 H -2.58 4.80 1.30  0.2717
38 H -2.12 4.36 -0.36  0.4096
39 H -0.60 5.70 -1.43  0.3915
40 H 0.57 6.01 -0.40  0.3277
41 H -1.33 1.46 2.25  0.2236
42 H -1.07 0.08 1.14  -0.6104
43 H -2.99 0.94 -0.24  0.3178
44 H -3.21 2.21 0.98  0.5709
45 H -5.22 1.39 0.67  0.4143
46 H -5.64 0.95 2.31  0.2674
47 H -6.07 -1.41 1.55  0.2556
48 H -7.00 -0.23 0.66  0.4461
49 H -5.59 -0.95 -0.09  0.2874
50 H -3.90 -2.91 2.43  0.1876
51 H -4.52 -1.46 3.29  0.4742
52 H -2.81 -1.86 3.36  0.3102
53 H -1.07 0.27 -1.28  0.2414
54 H -0.01 1.26 -2.23  0.5460
55 H -0.16 -1.45 0.28  0.5009
56 H 1.56 -3.12 0.63  0.6126
57 H 3.70 -2.98 -0.62  0.4467
58 H 4.05 -1.13 -2.18  0.2998
59 H 3.36 0.70 -3.34  0.2122
60 H 1.65 1.01 -3.52  0.3805
61 H 2.58 1.89 -2.32  0.2268
62 C -2.05 -5.71 0.98  -1.0256
63 C -3.36 -6.19 1.54  -0.2329
64 O -3.27 -7.53 2.06  -0.3578
65 C -2.73 -7.64 3.27  0.7658
66 O -2.36 -6.73 3.97  -0.5559
67 O -2.67 -8.93 3.59  -0.3440
68 C -2.07 -9.20 4.86  -0.6343
69 H -1.67 -6.41 0.23  0.3614
70 H -2.17 -4.73 0.51  0.2879
71 H -1.30 -5.61 1.76  0.2951
72 H -4.12 -6.25 0.76  0.3342
73 H -3.73 -5.52 2.32  0.2919
74 H -2.55 -8.62 5.64  0.2987
75 H -1.01 -8.96 4.83  0.2922
76 H -2.21 -10.26 5.03  0.2122
77 C 5.68 -6.11 -6.32  -1.1951
78 C 6.06 -5.36 -5.06  -0.1078
79 O 5.17 -4.27 -4.81  -0.3362
80 C 4.00 -4.60 -4.24  0.8068
81 O 3.68 -5.72 -3.93  -0.5942
82 O 3.29 -3.50 -4.09  -0.2829
83 C 1.98 -3.70 -3.53  -0.5992
84 H 5.62 -5.43 -7.17  0.2931
85 H 6.43 -6.88 -6.54  0.3806
86 H 4.71 -6.60 -6.20  0.3202
87 H 7.04 -4.90 -5.17  0.3650
88 H 6.08 -6.02 -4.20  0.2011
89 H 2.05 -4.26 -2.60  0.3329
90 H 1.34 -4.21 -4.24  0.4418
91 H 1.59 -2.71 -3.31  -0.0086
92 C -8.33 6.95 -1.14  -1.0797
93 C -7.56 7.58 -2.28  -0.1812
94 O -6.70 8.63 -1.83  -0.4002
95 C -5.55 8.23 -1.28  0.7951
96 O -5.20 7.08 -1.17  -0.5550
97 O -4.88 9.30 -0.88  -0.3586
98 C -3.63 9.02 -0.22  -0.5864
99 H -8.88 7.72 -0.59  0.2883
100 H -9.04 6.22 -1.52  0.3454
101 H -7.66 6.45 -0.45  0.3063
102 H -8.23 8.05 -2.99  0.2901
103 H -6.97 6.83 -2.81  0.3123
104 H -3.01 8.37 -0.82  0.2475
105 H -3.81 8.56 0.75  0.3087
106 H -3.15 9.98 -0.09  0.2557
107 C 5.57 -5.83 0.67  -1.2706
108 C 6.26 -5.08 -0.45  0.1811
109 O 7.22 -4.14 0.05  -0.3062
110 C 8.39 -4.65 0.40  0.7267
111 O 8.73 -5.80 0.31  -0.5642
112 O 9.15 -3.66 0.88  -0.3520
113 C 10.43 -4.07 1.34  -0.6528
114 H 5.13 -5.13 1.37  0.3115
115 H 4.78 -6.46 0.26  0.3511
116 H 6.28 -6.47 1.20  0.4167
117 H 5.53 -4.49 -1.01  0.0510
118 H 6.74 -5.76 -1.15  0.3075
119 H 10.96 -4.63 0.57  0.2995
120 H 10.34 -4.68 2.24  0.2866
121 H 10.97 -3.16 1.57  0.2257
122 C -2.26 1.40 6.05  -1.1710
123 C -3.63 1.12 5.49  0.3845
124 O -4.37 0.21 6.32  -0.3076
125 C -4.94 0.73 7.40  0.7281
126 O -4.91 1.89 7.74  -0.5662
127 O -5.54 -0.25 8.08  -0.3545
128 C -6.16 0.16 9.29  -0.6543
129 H -1.72 0.47 6.21  0.3267
130 H -1.69 2.01 5.35  0.2243
131 H -2.32 1.94 7.00  0.3853
132 H -3.55 0.63 4.52  -0.2009
133 H -4.21 2.04 5.36  0.3536
134 H -6.84 1.00 9.11  0.3012
135 H -5.41 0.46 10.02  0.2865
136 H -6.72 -0.70 9.65  0.2227
137 C 2.75 6.20 -6.50  -1.0886
138 C 2.31 4.94 -7.20  -0.1834
139 O 3.44 4.14 -7.62  -0.3767
140 C 3.99 3.40 -6.66  0.7925
141 O 3.63 3.34 -5.52  -0.5408
142 O 5.02 2.73 -7.19  -0.3522
143 C 5.71 1.90 -6.25  -0.5250
144 H 3.44 6.77 -7.12  0.2916
145 H 1.89 6.82 -6.28  0.3616
146 H 3.25 5.96 -5.56  0.3042
147 H 1.78 5.17 -8.12  0.2865
148 H 1.66 4.33 -6.57  0.3150
149 H 5.02 1.24 -5.74  0.2040
150 H 6.24 2.51 -5.51  0.2879
151 H 6.42 1.33 -6.83  0.2118

Output
Charge: -1
F_max in eV/Å: 0.8
Relative energy (zero: lowest compared OMol25 entry of this formula, charge and spin) in eV: 0.000
E_tot in a.u.: -3744.09888
2S+1: 1
Frontier orbital gap in eV: 6.0

2.
The following is a quantum chemistry calculation of a 2-piece molecular cluster, C3H2INO2 overall in a non-equilibrium geometry, from the OMol25 dataset.

Each line ends with the Mulliken charge.
CARTESIAN COORDINATES (ANGSTROEM)
1 C -0.37 -1.25 -1.44  0.5400
2 C 0.91 1.05 1.12  0.7284
3 C -0.21 1.21 0.50  -0.9570
4 N 0.41 -1.50 -0.58  -0.3524
5 O -0.94 -1.06 -2.42  -0.3980
6 O 1.96 0.90 1.58  -0.3452
7 I -2.01 1.06 1.62  0.0933
8 H -0.28 1.81 -0.40  0.4501
9 H 0.53 -2.23 0.03  0.2407

Output
F_max in eV/Å: 2.1
Relative energy (zero: lowest compared OMol25 entry of this formula, charge and spin) in eV: 0.801
E_tot in a.u.: -618.39836
2S+1: 1
Frontier orbital gap in eV: 8.5

3.
The following is a quantum chemistry calculation of one molecule with the formula C6H6N4S in a non-equilibrium geometry, from the OMol25 dataset.

Each line ends with the Mulliken charge.
CARTESIAN COORDINATES (ANGSTROEM)
1 C 3.09 -0.21 0.16  -0.7439
2 C 0.39 -0.22 -0.03  0.6608
3 C -0.43 1.95 -0.14  -0.1371
4 C -1.91 0.20 0.06  0.1467
5 C -1.61 -2.09 -0.07  -0.3885
6 C -0.91 -0.83 -0.10  0.4526
7 H 4.05 -0.90 0.76  0.2865
8 H 3.50 0.05 -0.94  0.2385
9 H 2.81 0.66 0.89  0.2771
10 H -0.27 3.06 -0.31  0.3175
11 H -2.35 2.17 0.15  0.1892
12 H -1.02 -2.95 0.12  0.3624
13 N 0.66 1.16 -0.25  -0.4757
14 N -1.73 1.47 -0.01  -0.0172
15 N -3.04 -0.44 -0.01  -0.5719
16 N -2.83 -1.77 -0.09  -0.5234
17 S 1.61 -1.31 -0.20  -0.0737

Output
F_max in eV/Å: 6.9
Relative energy (zero: lowest compared OMol25 entry of this formula, charge and spin) in eV: 4.389
E_tot in a.u.: -849.31723
2S+1: 1
Frontier orbital gap in eV: 8.3

4.
The following is a quantum chemistry calculation of one molecule with the formula C5H6I2N4 in a non-equilibrium geometry, from the OMol25 dataset.

Each line ends with the Mulliken charge.
CARTESIAN COORDINATES (ANGSTROEM)
1 C 0.17 -0.33 1.23  0.5784
2 C -0.53 0.92 -0.51  0.4418
3 C 1.04 -0.60 -0.78  0.7977
4 C 0.03 -0.72 2.60  -1.0585
5 C -1.65 1.96 -1.04  -1.0412
6 N -0.59 0.59 0.77  -0.4802
7 N 1.01 -0.94 0.44  -0.3778
8 N 0.32 0.33 -1.43  -0.4325
9 N 2.12 -1.35 -1.73  -0.6555
10 I 2.36 -3.27 -1.07  0.1657
11 I 1.64 -1.01 -3.61  0.1689
12 H 0.97 -1.08 2.97  0.3427
13 H -0.46 0.19 3.06  0.3293
14 H -0.70 -1.41 2.68  0.2961
15 H -1.31 2.70 -1.80  0.3188
16 H -2.50 1.48 -1.56  0.2480
17 H -1.93 2.54 -0.21  0.3581

Output
F_max in eV/Å: 5.1
Relative energy (zero: lowest compared OMol25 entry of this formula, charge and spin) in eV: 0.000
E_tot in a.u.: -1008.46652
2S+1: 1
Frontier orbital gap in eV: 8.0

5.
The following is a quantum chemistry calculation of C4H10N2O2 as an isolated structure, from the OMol25 dataset.

Each line ends with the Mulliken charge.
CARTESIAN COORDINATES (ANGSTROEM)
1 C 1.13 1.50 0.74  -1.2289
2 C 0.49 0.89 -0.47  0.4655
3 C 0.54 1.43 -1.69  -0.8094
4 H -0.75 0.25 -0.25  0.3123
5 H 1.77 0.75 1.23  0.2801
6 H 1.74 2.37 0.49  0.4162
7 H 0.39 1.81 1.48  0.2541
8 H 1.03 2.38 -1.89  0.2891
9 H 0.09 0.94 -2.55  0.2613
10 N -1.12 -0.93 0.07  0.2799
11 N -1.25 -1.25 1.43  -0.7499
12 C 0.43 -1.06 -0.39  -0.0368
13 O -1.98 -1.76 -0.72  -0.4673
14 O 1.22 -1.54 0.40  -0.6294
15 H -2.17 -2.51 -0.13  0.4079
16 H -1.62 -0.46 1.94  0.2488
17 H -0.32 -1.51 1.77  0.2847
18 H 0.38 -1.29 -1.46  0.4216

Output
F_max in eV/Å: 0.6
Relative energy (zero: lowest compared OMol25 entry of this formula, charge and spin) in eV: 7.442
E_tot in a.u.: -418.18747
2S+1: 1
Frontier orbital gap in eV: 9.4